N2O6P | wB97M-V/def2-TZVPD

Calculated values
- Frontier orbital gap (alpha / beta): 7.7 / 5.8 eV
- LUMO energy (alpha / beta): 2.34 / 1.71 eV
- Net charge: -1
- E_HOMO (alpha / beta): -5.40 / -4.05 eV
- ΔE to the lowest compared entry with this formula, charge and spin: 182.46 kJ/mol
- Total energy: -902.22515 Eh

Bonds (Å) are listed after each position.
Positions of all 9 atoms, in Å:
1 N 1.1633 1.1512 0.1502  O3 1.210, O6 1.215, P9 1.863
2 N -2.0990 -0.4438 -0.0351  O4 1.209, O7 1.214
3 O 0.7845 1.9011 -0.7209  N1 1.210
4 O -2.7139 0.4075 -0.6348  N2 1.209
5 O 1.2975 -1.0202 -1.5472  P9 1.469
6 O 1.5650 1.4603 1.2548  N1 1.215
7 O -2.5418 -1.2876 0.7176  N2 1.214
8 O 1.5317 -1.4862 0.9613  P9 1.463
9 P 1.0127 -0.6823 -0.1457  N1 1.863, O5 1.469, O8 1.463